Density functional theory data (wB97M-V/def2-TZVPD) for a molecular structure, C32H46BrMoN3P2 at a distorted geometry.

Geometry as XYZ:
```
85
Properties=species:S:1:pos:R:3:mulliken_charge:R:1
N -6.458 -2.211 4.491 -0.356
C -5.514 -1.455 5.041 -0.445
C -4.899 -0.436 4.331 -0.384
C -5.276 -0.216 2.978 0.650
C -6.181 -1.120 2.380 -0.189
C -6.741 -2.129 3.189 -0.474
C -4.699 0.839 2.155 -0.179
Mo -0.306 1.641 -1.114 -0.386
P 3.766 0.328 -1.681 0.732
C -4.745 0.827 0.784 -0.875
C -3.581 1.084 -0.073 0.834
C -3.638 0.831 -1.463 -0.401
C -2.735 1.516 -2.322 -0.845
C -1.932 2.507 -1.758 -0.779
C -1.935 2.823 -0.345 -1.367
C -2.405 1.734 0.423 -0.048
Br 1.622 2.898 -2.051 -0.059
H -4.225 1.683 2.694 0.674
H -5.750 0.715 0.316 0.897
H -4.116 0.183 4.760 0.455
H -6.459 -1.049 1.327 0.438
H -5.254 -1.646 6.070 0.415
H -7.433 -2.861 2.755 0.392
H -4.434 0.166 -1.839 0.548
H -2.208 1.648 1.494 1.024
H -2.747 1.359 -3.401 0.758
H -1.840 3.814 0.103 0.726
P -0.500 -1.368 -1.023 1.721
C 4.727 1.807 -1.135 -0.716
C 5.194 2.753 -2.220 -1.375
H 5.549 1.455 -0.503 0.650
H 3.992 2.270 -0.454 0.422
H 5.523 3.673 -1.744 0.423
H 6.055 2.362 -2.774 0.301
H 4.413 3.024 -2.939 0.320
C 3.650 0.183 -3.517 -0.360
C 4.877 0.028 -4.417 -1.258
H 3.024 1.043 -3.811 0.462
H 3.009 -0.715 -3.610 0.295
H 4.536 0.097 -5.461 0.406
H 5.626 0.815 -4.278 0.235
H 5.349 -0.958 -4.325 0.382
C 4.659 -1.120 -1.091 -0.568
C 6.162 -0.907 -1.189 -1.136
H 4.307 -1.988 -1.674 0.373
H 4.301 -1.239 -0.048 0.391
H 6.678 -1.760 -0.740 0.404
H 6.475 -0.813 -2.237 0.314
H 6.495 -0.020 -0.642 0.322
C 0.418 -2.733 -0.100 -1.061
C 1.657 -3.336 -0.733 -1.081
H -0.279 -3.582 0.011 0.635
H 0.610 -2.370 0.923 0.296
H 1.770 -4.350 -0.324 0.438
H 1.540 -3.439 -1.817 0.232
H 2.580 -2.792 -0.510 0.182
C -0.481 -2.028 -2.732 -0.505
C -1.745 -1.676 -3.509 -1.166
H -0.382 -3.120 -2.637 0.683
H 0.428 -1.639 -3.221 0.124
H -1.868 -2.359 -4.359 0.426
H -2.642 -1.783 -2.891 0.274
H -1.724 -0.651 -3.893 0.226
C -2.098 -2.094 -0.389 -1.002
C -2.298 -1.778 1.085 -1.477
H -2.027 -3.183 -0.527 0.817
H -2.945 -1.767 -1.013 0.490
H -3.333 -2.004 1.349 0.432
H -1.665 -2.383 1.744 0.364
H -2.121 -0.715 1.299 0.204
N 1.452 0.050 2.274 0.179
C 1.215 0.191 0.962 -1.457
N 0.646 1.381 0.738 1.353
C 0.530 2.034 1.981 -0.032
C 0.029 3.313 2.319 -0.620
C 0.147 3.672 3.682 -0.722
C 0.798 2.827 4.610 -0.672
C 1.245 1.566 4.255 -0.894
C 1.080 1.198 2.938 1.056
H 1.883 -0.737 2.720 0.287
H 1.703 -0.416 0.213 0.314
H -0.397 3.990 1.555 0.454
H -0.284 4.622 4.048 0.470
H 0.910 3.165 5.627 0.490
H 1.673 0.828 4.911 0.496
```

Computed properties:
Net charge: +4
LUMO level (alpha / beta) (eV): -13.58 / -14.34
HOMO energy (alpha / beta) (eV): -19.36 / -19.39
Orbital gap (alpha / beta) (eV): 5.784 / 5.052
2S+1: 3

***

Density functional theory data (wB97M-V/def2-TZVPD) for C4H7N3 in the gas phase.

Geometry as XYZ:
```
14
Properties=species:S:1:pos:R:3:mulliken_charge:R:1
N -2.186 -0.792 0.093 -0.197
C -0.874 -0.143 -0.092 0.073
C 0.167 -0.964 0.171 -1.258
C 1.253 0.001 0.130 0.864
N 2.588 -0.376 0.376 -0.582
C 0.778 1.268 -0.077 -0.947
N -0.634 1.232 -0.130 -0.221
H -2.804 -0.858 -0.722 0.358
H -2.729 -0.485 0.905 0.339
H -1.709 -1.709 0.293 0.427
H 3.259 0.138 -0.179 0.248
H 2.685 -1.370 0.208 0.268
H 1.297 2.214 -0.181 0.386
H -1.092 1.844 -0.796 0.242
```

Computed properties:
LUMO level (eV): 0.20
HOMO energy (eV): -6.97
Orbital gap (eV): 7.171
2S+1: 1
ΔE to the lowest compared entry with this formula, charge and spin (eV): 3.5663

***

Density functional theory data (wB97M-V/def2-TZVPD) for 2 unconnected molecules or ions with the total composition C8H10 at a distorted geometry.

Geometry as XYZ:
```
18
Properties=species:S:1:pos:R:3:mulliken_charge:R:1
C -1.486 -0.263 2.187 -0.045
C -0.409 -0.436 1.667 -0.344
C 0.992 -0.150 1.311 -0.080
C 1.756 -1.226 0.907 -0.737
H -2.458 0.032 2.508 0.408
H 1.452 0.480 2.075 0.303
H 1.778 -1.556 -0.123 0.218
H 2.443 -1.731 1.573 0.307
C 1.370 0.830 -1.525 -0.708
C 0.339 0.852 -0.657 -0.220
C -0.960 -0.169 -0.950 0.039
C -2.208 0.241 -1.152 -0.721
H 1.729 1.749 -1.974 0.264
H 1.871 -0.092 -1.794 0.212
H -0.088 1.820 -0.406 0.345
H -0.631 -1.181 -1.170 0.254
H -2.522 1.269 -1.011 0.260
H -2.969 -0.468 -1.467 0.248
```

Computed properties:
LUMO level (alpha / beta) (eV): -0.04 / -0.52
HOMO energy (alpha / beta) (eV): -7.52 / -8.07
Orbital gap (alpha / beta) (eV): 7.474 / 7.550
2S+1: 1
SMILES string: C#CC=C.C=CC=C
ΔE to the lowest compared entry with this formula, charge and spin (eV): 8.5088

***

Density functional theory data (wB97M-V/def2-TZVPD) for a molecular structure, C57H68BCaN9O3PSiTe at a distorted geometry.

Geometry as XYZ:
```
142
Properties=species:S:1:pos:R:3:mulliken_charge:R:1
Ca -0.668 -0.476 0.452 0.138
C 5.248 -2.715 -4.404 -1.851
C 3.925 -2.101 -3.953 1.230
C 3.641 -0.792 -4.700 -0.929
C 3.936 -1.818 -2.479 -0.585
C 5.029 -1.680 -1.603 -1.154
C 4.463 -1.317 -0.398 -0.674
N 3.128 -1.248 -0.567 0.900
N 2.808 -1.554 -1.836 0.428
B 1.993 -0.789 0.370 1.238
N 2.296 0.567 1.004 1.011
C 3.299 1.033 1.770 -0.439
C 3.149 2.399 1.886 -1.546
C 1.988 2.696 1.141 -0.365
N 1.493 1.580 0.625 0.503
C 1.319 4.022 0.900 2.660
C 2.206 5.175 1.363 -2.092
C 0.938 4.183 -0.574 -1.252
N 1.608 -1.916 1.340 0.996
C 2.343 -2.812 2.025 -0.562
C 1.483 -3.714 2.614 -1.784
C 0.196 -3.288 2.226 -0.496
N 0.303 -2.219 1.454 0.276
C -1.134 -3.852 2.629 0.832
C -2.269 -3.316 1.761 -0.197
C -1.389 -3.509 4.105 -1.539
H 5.233 -2.914 -5.477 0.455
H 6.073 -2.030 -4.199 0.324
H 5.440 -3.651 -3.878 0.408
H 3.102 -2.794 -4.159 0.042
H 4.413 -0.053 -4.474 0.395
H 3.621 -0.960 -5.779 0.444
H 2.681 -0.392 -4.377 -0.251
H 6.073 -1.826 -1.820 0.453
H 4.931 -1.121 0.553 0.366
H 1.060 -0.579 -0.339 -1.410
H 4.049 0.385 2.195 0.492
H 3.793 3.070 2.427 0.505
H 0.398 4.035 1.494 -0.765
H 3.152 5.170 0.815 0.420
H 1.709 6.131 1.196 0.400
H 2.419 5.083 2.427 0.317
H 1.833 4.228 -1.200 0.285
H 0.327 3.343 -0.904 -0.143
H 0.375 5.106 -0.724 0.506
H 3.419 -2.757 2.066 0.406
H 1.743 -4.562 3.225 0.442
H -1.085 -4.943 2.533 0.460
H -2.432 -2.254 1.950 -0.703
H -2.052 -3.437 0.699 -0.387
H -3.197 -3.842 1.985 0.614
H -1.406 -2.424 4.231 0.114
H -2.350 -3.913 4.427 0.444
H -0.605 -3.917 4.744 0.413
N -1.772 1.815 0.123 0.556
N -3.088 1.277 0.137 -0.139
C -3.220 -0.131 -0.045 0.373
O -4.235 -0.653 0.413 -0.830
O -2.279 -0.694 -0.695 -0.618
H -1.362 1.804 1.064 -0.965
H -1.814 2.771 -0.200 0.349
H -3.680 1.577 0.901 0.270
N 1.222 1.225 -2.475 1.565
C 0.889 1.745 -3.691 -0.473
C 1.680 2.755 -4.263 -0.502
C 1.425 3.220 -5.537 -0.756
C 0.377 2.692 -6.283 -0.970
C -0.431 1.718 -5.720 -0.213
C -0.205 1.239 -4.434 0.270
P -1.304 0.015 -3.599 1.961
C -1.151 -1.446 -4.696 0.049
C -2.108 -2.451 -4.526 -0.478
C -2.009 -3.645 -5.217 -0.723
C -0.952 -3.852 -6.095 -0.625
C 0.001 -2.861 -6.270 -0.618
C -0.094 -1.665 -5.572 -0.774
C -2.963 0.582 -4.178 0.580
C -3.695 1.352 -3.276 -0.495
C -4.977 1.782 -3.581 -0.717
C -5.552 1.437 -4.794 -0.518
C -4.835 0.664 -5.697 -0.826
C -3.550 0.238 -5.395 -0.382
H 1.893 1.693 -1.892 0.116
H 0.557 0.642 -1.990 -1.664
H 2.506 3.154 -3.684 0.427
H 2.054 3.996 -5.957 0.387
H 0.193 3.047 -7.289 0.416
H -1.259 1.318 -6.292 0.414
H -2.927 -2.281 -3.835 0.619
H -2.749 -4.420 -5.060 0.419
H -0.871 -4.789 -6.633 0.348
H 0.826 -3.019 -6.954 0.392
H 0.660 -0.900 -5.705 0.255
H -3.266 1.570 -2.305 0.002
H -5.540 2.360 -2.859 0.423
H -6.561 1.751 -5.031 0.378
H -5.284 0.381 -6.641 0.393
H -3.019 -0.372 -6.115 0.428
C -1.228 -4.564 -1.786 -1.550
Te 0.322 -3.054 -1.926 1.002
C 1.700 -4.453 -1.044 -1.228
H -1.192 -5.032 -0.802 0.457
H -1.114 -5.331 -2.550 0.435
H -2.191 -4.073 -1.907 0.344
H 1.954 -5.240 -1.751 0.506
H 1.257 -4.893 -0.153 0.325
H 2.610 -3.926 -0.766 0.214
O -0.780 0.451 2.403 1.522
Si -0.842 1.028 3.864 -0.481
C 0.375 0.211 5.072 0.230
C 1.229 -0.795 4.627 0.400
C 2.114 -1.432 5.486 -0.808
C 2.162 -1.066 6.823 -0.793
C 1.333 -0.051 7.285 -0.907
C 0.455 0.579 6.417 -0.044
C -0.494 2.900 4.033 0.346
C -1.461 3.835 3.655 -0.300
C -1.264 5.198 3.829 -0.655
C -0.084 5.661 4.394 -0.534
C 0.898 4.753 4.763 -0.755
C 0.693 3.392 4.577 0.035
C -2.575 0.867 4.639 0.674
C -3.532 0.061 4.021 -0.003
C -4.812 -0.074 4.540 -1.025
C -5.158 0.587 5.710 -0.554
C -4.223 1.399 6.340 -0.746
C -2.954 1.545 5.799 -0.297
H 1.194 -1.075 3.581 0.396
H 2.761 -2.216 5.109 0.399
H 2.840 -1.564 7.506 0.377
H 1.373 0.252 8.325 0.412
H -0.178 1.376 6.792 0.257
H -2.400 3.484 3.238 0.388
H -2.029 5.901 3.522 0.406
H 0.069 6.724 4.539 0.363
H 1.825 5.109 5.198 0.382
H 1.472 2.695 4.865 0.362
H -3.275 -0.454 3.101 0.114
H -5.540 -0.691 4.027 0.496
H -6.151 0.476 6.127 0.361
H -4.489 1.923 7.250 0.400
H -2.253 2.216 6.283 0.184
```

Computed properties:
Net charge: -1
LUMO level (eV): 2.19
HOMO energy (eV): -5.02
Orbital gap (eV): 7.212
2S+1: 1
ΔE to the lowest compared entry with this formula, charge and spin (eV): 0.0000

***

no.,energy (Ha)
1,-4734.410798
2,-320.752242
3,-310.522977
4,-4533.084883